1.
18
Properties=species:S:1:pos:R:3:forces:R:3 method="wB97M-V/def2-TZVPD" orbital_gap_ev=10.44 lumo_ev=0.8 e_homo_ha=-0.3550
C -0.555814 -2.862483 1.022651 -1.2 0.0 -1.0
C 0.017970 -1.541582 0.444162 0.0 -1.5 0.9
C -0.402703 -0.408649 1.365171 1.3 1.8 0.2
C 0.275158 0.997913 1.168849 -1.4 -2.6 -0.6
N 1.618422 0.888440 0.911158 0.5 2.4 0.0
O -0.388574 2.005581 1.144744 0.6 0.4 0.0
H -1.628840 -2.721230 1.192537 0.0 0.1 0.2
H -0.556874 -3.641321 0.253365 0.4 -0.1 0.2
H -0.149693 -3.269813 1.944613 0.4 0.3 0.0
H -0.305887 -1.515751 -0.594171 -0.2 0.6 0.0
H 1.096865 -1.690223 0.416365 0.2 0.5 0.0
H -0.023218 -0.644943 2.369875 -0.6 -0.4 0.1
H -1.462296 -0.164845 1.373407 -0.1 -0.5 0.1
H 2.192008 0.280220 1.467447 -0.2 -0.4 0.0
H 1.998273 1.843479 0.867260 0.2 -0.7 0.0
O -0.560748 4.477946 -4.871159 -0.1 -0.4 -1.2
H -0.679825 4.421261 -5.847695 0.1 0.3 1.0
H -0.484220 3.546007 -4.628586 0.0 0.2 0.2

2.
18
Properties=species:S:1:pos:R:3:forces:R:3 method="wB97M-V/def2-TZVPD" spin_multiplicity=2 orbital_gap_ev="10.86 / 5.22" lumo_ev="-3.5 / -9.0" charge=+1 e_homo_ha="-0.5291 / -0.5235"
C -0.600030 -0.248744 1.729894 -1.1 0.2 0.7
O -1.889203 0.098820 2.262482 0.5 -0.4 -0.8
C -0.513032 0.053456 0.234626 -0.1 -1.8 1.5
C 0.886037 -0.376616 -0.249752 0.5 0.5 -1.2
C 1.204784 0.092664 -1.711084 1.9 -1.0 1.5
O 2.570305 0.541466 -1.709859 -1.1 0.3 -0.2
N -1.572221 -0.599888 -0.514051 -0.5 2.9 0.4
H -0.486127 -1.296134 1.997625 0.5 -0.1 -0.3
H 0.157020 0.372082 2.214618 0.2 -0.4 0.0
H -1.806792 0.991513 2.582315 -0.4 0.6 0.4
H -0.721445 1.132134 0.167497 0.3 0.1 -0.8
H 1.651181 0.014714 0.423734 -0.3 0.4 0.0
H 1.051335 -1.454249 -0.189258 -0.6 0.0 0.1
H 1.299173 -0.825183 -2.281627 -0.9 0.2 -0.7
H 0.510766 0.858303 -2.051930 -0.1 -0.1 -0.4
H 2.509548 1.484873 -1.555108 0.6 0.4 0.0
H -2.448646 -0.829894 -0.026897 0.4 -0.8 0.2
H -1.802645 -0.009313 -1.323232 0.1 -1.0 -0.5

3.
18
Properties=species:S:1:pos:R:3:forces:R:3 method="wB97M-V/def2-TZVPD" spin_multiplicity=2 orbital_gap_ev="10.09 / 4.93" lumo_ev="-3.7 / -8.9" charge=+1 e_homo_ha="-0.5081 / -0.5079"
C 1.503091 -1.363323 1.103782 1.3 -0.8 -0.5
C 1.794260 0.070122 1.106619 -2.4 4.2 0.1
O 0.645450 0.907628 0.828451 0.7 -1.8 -0.3
O 2.758132 0.738539 1.345234 0.8 -1.9 0.0
H 2.491378 -1.767375 1.363100 -0.7 -0.8 0.0
H 1.177264 -1.723766 0.134764 0.7 0.2 -0.8
H 0.657309 -1.737392 1.651836 0.0 0.4 1.3
C -2.310102 0.125014 -1.788078 -0.4 0.4 1.9
C -2.437412 0.495422 -0.231838 1.8 -0.4 -2.9
N -1.216084 -0.779020 -2.014364 -1.7 -1.0 -0.2
H -3.153351 -0.385507 -2.275454 -0.3 -0.1 -0.1
H -2.324944 1.114534 -2.278190 0.6 -0.4 -0.6
H -1.504244 1.083461 -0.194706 -0.4 -0.3 1.1
H -2.383038 -0.431861 0.334395 -0.3 0.4 0.4
H -0.947914 -1.328096 -1.200270 0.7 0.6 0.5
H -1.274801 -1.456325 -2.797894 0.3 1.1 -0.2
H 1.094461 1.763262 0.822245 -0.3 0.3 0.1
H -3.264722 1.163312 -0.075044 -0.5 -0.2 0.2

4.
19
Properties=species:S:1:pos:R:3:forces:R:3 method="wB97M-V/def2-TZVPD" spin_multiplicity=2 orbital_gap_ev="6.74 / 4.38" lumo_ev="3.6 / 1.3" charge=-1 e_homo_ha="-0.1142 / -0.1137"
C -0.498739 0.353209 -0.189492 -0.2 3.2 -2.1
C 0.451703 0.595355 1.025005 -0.2 -0.7 -0.5
C 0.039382 1.765918 1.956464 -1.9 0.3 -0.7
O -0.467567 1.430098 3.155031 -0.3 -0.9 0.5
N 0.002740 -0.549905 -1.222507 -0.1 1.2 0.7
C -0.419720 -0.108387 -2.752594 1.7 -0.2 0.5
O -1.360230 -0.837139 -3.157969 -2.2 -1.1 -0.8
H -0.539297 1.372793 -0.759834 0.3 -1.3 0.9
H -1.586607 0.352066 0.117717 0.9 -0.9 0.2
H 0.225944 -0.285588 1.603872 1.0 -0.6 0.6
H 1.546762 0.817032 0.770012 -1.6 -1.1 0.0
H 0.978131 2.210425 2.146344 1.0 1.5 -0.1
H -0.756069 2.316814 1.388105 1.0 0.3 0.2
H -0.393708 -1.484613 -1.206169 -0.3 0.2 0.2
H 0.558521 -0.342042 -3.220500 0.5 0.4 -0.3
H -0.587906 1.015841 -2.834395 0.3 -0.3 0.9
H 1.446006 -1.341961 0.877825 1.2 -3.3 1.0
H 1.908309 -2.654358 0.242162 0.0 0.0 0.6
O 1.795920 -2.313415 1.152451 -1.0 3.1 -1.8

We obtain electronic energy values of -364.24423, -363.86797, -363.88178, -439.34302 hartree for the records listed above, in that order.
We obtain largest force on an atom values of 2.95, 2.94, 4.80, 3.85 eV Å⁻¹ for the records listed above, in that order.
We obtain energy relative to the best compared isomer or geometry (same formula, charge and spin) values of 15.0, 37.9, 29.2, 67.2 kcal/mol for the records listed above, in that order.